Record 1
{
  "formula": "C29H48F6N2O22S2",
  "method": "ωB97M-V/def2-TZVPD",
  "elements": ["S", "H", "H", "H", "H", "C", "H", "H", "H", "C", "H", "H", "H", "H", "C", "O", "H", "H", "C", "O", "C", "H", "H", "H", "H", "C", "H", "O", "C", "C", "H", "C", "C", "O", "O", "F", "H", "C", "H", "F", "H", "O", "O", "O", "C", "H", "O", "O", "F", "H", "H", "O", "O", "H", "F", "C", "F", "C", "H", "C", "O", "H", "C", "C", "H", "H", "H", "H", "H", "H", "H", "C", "O", "H", "O", "S", "O", "H", "O", "H", "H", "H", "C", "H", "H", "C", "C", "C", "H", "O", "O", "C", "C", "O", "H", "C", "C", "C", "H", "H", "O", "C", "H", "N", "O", "H", "C", "N", "F"],
  "coordinates": [[-0.041, 0.637, 0.450], [-1.352, 0.288, -8.538], [2.767, 3.387, 6.505], [2.230, 7.963, -3.231], [-8.047, 4.443, -1.794], [-5.853, -5.280, 5.220], [-0.423, -3.791, -10.710], [6.404, 3.587, 10.266], [-7.109, 3.725, -2.877], [-2.771, -1.563, -7.609], [-2.750, 2.422, -4.367], [3.518, -4.594, 9.233], [1.263, -3.437, 7.486], [-3.157, -3.334, -6.763], [5.179, 3.155, 6.627], [-7.672, -6.651, 5.217], [-0.879, -3.846, -9.048], [-3.705, -3.585, -3.917], [-1.003, -0.619, 1.547], [0.222, 3.466, 1.355], [6.602, 3.276, 6.919], [-4.889, -5.779, 5.319], [6.031, -6.672, -0.285], [-6.323, 10.491, -0.742], [-5.169, -3.194, -4.711], [-0.627, -1.260, -9.785], [0.851, -4.210, -9.581], [0.352, -2.225, -9.552], [-0.724, -0.599, -8.461], [2.824, 5.936, -5.799], [4.056, 3.904, 9.633], [-6.612, -6.214, 4.270], [3.333, 4.865, -3.672], [-7.527, 3.667, -2.014], [1.732, 7.973, -5.896], [-0.169, -1.510, 1.931], [-4.547, -2.192, -3.441], [6.314, -7.371, 2.624], [-5.960, -7.074, 4.120], [-1.996, -1.216, 0.960], [7.250, 3.244, 6.056], [1.562, -5.307, 9.618], [1.663, -5.414, 7.482], [3.689, 3.692, -2.988], [-4.251, -2.740, -4.336], [3.202, 6.213, -1.991], [5.938, -7.698, 1.360], [-1.701, 2.490, 2.512], [-3.437, 4.185, 0.643], [-6.881, -5.574, 3.430], [8.856, 3.257, 7.506], [-6.752, -4.993, 6.290], [-3.544, -1.895, -5.206], [2.886, 5.943, -6.877], [-1.513, -0.027, 2.648], [5.428, -6.592, 0.619], [-1.839, 4.690, -0.706], [2.474, -4.287, 9.181], [-6.872, 10.184, -2.220], [-7.663, -5.919, 6.304], [-1.860, 2.186, -4.097], [-0.806, -2.024, -7.008], [3.257, 4.800, -5.100], [4.311, 3.280, 7.651], [5.104, -4.935, 1.815], [0.102, -0.134, -7.921], [-1.769, 1.276, -4.389], [-2.835, -2.083, -8.565], [2.845, -3.806, 7.033], [4.345, -6.534, 0.515], [3.483, 3.662, -2.051], [2.369, 7.029, -5.149], [1.105, 0.972, 1.316], [3.567, 3.896, -5.604], [6.482, -6.037, 2.683], [-1.147, 2.858, 1.276], [0.318, -7.017, 8.574], [-8.210, 3.004, -2.144], [8.475, 3.274, 8.386], [1.242, 7.518, -6.584], [-5.655, -4.384, 4.633], [-4.598, -2.325, -6.850], [-2.169, 4.433, 0.626], [-1.777, 2.187, -3.140], [4.797, 3.090, 5.619], [2.442, 7.075, -3.809], [7.130, 3.367, 8.217], [5.996, -5.458, 1.471], [-7.219, 9.199, -1.134], [-6.536, 9.821, -1.397], [0.313, -0.087, -0.801], [1.124, -6.017, 8.535], [2.089, -4.093, 7.764], [-8.581, -5.907, 7.099], [2.293, -3.361, 9.727], [4.779, 3.586, 8.897], [-0.045, -3.601, -9.705], [3.112, 6.049, -3.054], [6.685, -4.742, 1.024], [-1.614, -1.540, -10.151], [6.585, -8.153, 3.592], [-3.557, -2.348, -6.528], [-0.091, -0.731, -10.573], [-1.400, -1.249, -7.265], [2.994, 3.280, 7.432], [-3.359, -0.663, -7.788], [6.183, 3.587, 9.209], [-1.261, 1.861, 0.183], [-1.902, 5.513, 1.315]],
  "mulliken_charge": [0.887, 0.458, 0.292, 0.395, 0.456, -0.311, 0.308, 0.365, 0.463, -0.417, 0.433, 0.260, 0.239, 0.347, -0.653, -0.323, 0.187, 0.313, 0.706, -0.662, -0.392, 0.275, 0.256, 0.470, 0.321, -0.473, 0.249, -0.350, -0.979, -0.362, 0.369, -0.289, 0.529, -0.389, -0.563, -0.201, 0.241, 0.690, 0.310, -0.242, 0.227, -0.313, -0.325, -0.544, -0.768, 0.367, -0.327, -0.577, -0.240, 0.255, 0.278, -0.303, -0.276, 0.403, -0.211, -0.199, -0.257, -0.255, 0.464, 0.674, -0.349, 0.283, -0.658, 0.715, 0.213, 0.480, 0.443, 0.241, 0.252, 0.245, 0.314, 0.377, -0.517, 0.453, -0.317, 1.010, -0.583, 0.470, -0.518, 0.316, 0.271, 0.396, 0.532, 0.437, 0.291, -0.382, 0.518, -0.299, 0.452, -0.386, -0.643, 0.715, -0.287, -0.558, 0.297, -0.475, -0.570, -0.639, 0.304, 0.348, -0.567, -0.772, 0.377, -0.272, -0.542, 0.346, -0.474, -0.376, -0.195],
  "e_lumo_ev": -8.64,
  "total_charge": 2,
  "energy_ev": -116818.2295,
  "fmax_ev_per_a": 8.87
}



Record 2
{
  "formula": "C29H49BaCl3N3O3Si",
  "method": "ωB97M-V/def2-TZVPD",
  "elements": ["H", "H", "H", "H", "H", "N", "H", "H", "C", "C", "C", "C", "C", "H", "H", "H", "C", "H", "C", "H", "C", "C", "H", "C", "H", "H", "Cl", "C", "C", "H", "H", "H", "C", "N", "H", "H", "H", "C", "Ba", "C", "C", "H", "C", "Cl", "H", "C", "Si", "H", "H", "H", "Cl", "H", "H", "H", "C", "H", "H", "O", "H", "H", "C", "O", "H", "C", "H", "H", "H", "H", "C", "H", "N", "H", "H", "C", "H", "H", "H", "C", "H", "H", "C", "C", "C", "H", "H", "H", "O", "C", "C"],
  "coordinates": [[-1.031, 0.812, -6.729], [-1.949, 5.328, 0.760], [-2.672, 0.865, 5.764], [-0.318, -3.492, 1.211], [-4.082, -0.642, 3.569], [-0.083, 4.597, 1.223], [-3.960, -0.686, 5.334], [-1.514, -2.567, 4.749], [-1.162, -4.627, -1.140], [-0.209, 1.146, -6.123], [2.250, -0.415, -3.609], [-0.296, 1.761, 6.613], [0.393, 0.372, 0.567], [-1.741, -0.509, 3.381], [-2.006, -0.638, -2.796], [1.560, 5.771, 0.706], [-3.532, -1.044, 4.410], [2.609, 0.940, 4.109], [-1.961, 0.842, 4.930], [-1.844, -4.756, -1.998], [-0.520, 1.889, -1.938], [2.057, -2.289, -5.210], [-0.391, 0.815, 1.165], [2.277, -1.900, -3.954], [-0.703, -5.596, -0.841], [0.349, 2.534, -1.699], [-2.059, -0.469, 0.323], [-1.210, -1.557, 5.022], [0.486, 0.888, 4.531], [1.919, -2.906, -2.010], [-0.061, 6.429, 0.258], [-2.319, 1.482, 4.109], [0.563, 5.527, 0.319], [-2.116, -0.594, 4.348], [-3.641, -3.233, 0.743], [3.618, -2.592, -2.353], [0.678, 5.097, -0.691], [-1.189, -1.111, -2.225], [3.363, -0.267, -0.483], [2.653, -2.848, -2.836], [0.638, 3.778, 2.032], [0.009, -0.823, -5.225], [2.023, 1.836, -4.560], [2.036, -2.649, 0.656], [3.327, -0.154, -3.613], [1.541, 0.543, -4.529], [-0.722, 0.237, -0.976], [1.852, 3.773, -5.468], [-1.724, 3.613, 0.291], [-1.123, 2.047, 7.250], [2.975, 2.622, -0.090], [2.856, 2.097, -3.936], [-0.449, -1.555, -2.898], [1.722, 3.972, 2.003], [0.403, 0.188, -5.244], [1.144, 1.156, 0.434], [1.257, 2.349, 7.981], [-3.685, -3.438, -1.338], [-3.557, -2.134, 4.434], [-0.183, -1.379, 4.725], [-3.177, -3.562, -0.219], [1.878, -0.251, -2.305], [-1.357, -1.397, 6.109], [-1.512, 4.372, 1.070], [-1.928, -3.755, 2.056], [-0.925, -5.161, 1.514], [0.739, -0.579, 0.986], [2.791, -3.866, -3.226], [-1.254, -4.121, 1.271], [-1.431, 2.429, -1.658], [-1.925, -4.117, -0.020], [3.184, -4.083, -5.477], [-1.946, 4.035, 2.027], [1.030, 1.947, 7.007], [1.451, -4.315, -5.145], [1.982, -3.766, -6.752], [-0.332, -3.927, -1.398], [-0.561, 1.198, 5.343], [-0.144, 3.146, -6.867], [-0.485, 1.769, -3.034], [1.433, 2.788, -5.395], [1.797, 1.144, 4.814], [0.367, 2.431, -6.212], [-1.631, -1.896, -1.570], [1.914, -1.528, -5.976], [3.123, 1.782, 6.429], [0.124, 2.895, 2.729], [2.076, 1.639, 6.139], [2.177, -3.690, -5.679]],
  "mulliken_charge": [0.394, 0.395, 0.302, 0.007, 0.317, 0.227, 0.333, 0.366, -0.962, -1.059, -0.561, -0.538, 0.200, -0.067, 0.368, 0.271, -0.845, 0.337, -1.191, 0.314, -0.934, 0.017, 0.293, 0.637, 0.336, 0.022, -0.230, -0.849, 0.118, -0.044, 0.317, 0.419, -0.742, 0.534, 0.265, 0.113, 0.205, 0.175, 1.748, -0.673, -0.158, 0.406, -0.178, -0.768, 0.402, 0.328, 0.668, 0.440, 0.111, 0.332, -0.761, 0.316, -0.042, 0.388, 0.378, -0.365, 0.367, -0.621, 0.338, 0.251, 0.171, -1.041, 0.426, -0.754, 0.133, 0.318, -0.314, 0.387, -0.526, 0.531, 0.231, 0.338, 0.221, -0.618, 0.300, 0.380, 0.178, 0.796, 0.334, 0.215, -0.824, -0.884, -0.507, -0.712, 0.472, 0.307, -0.600, -0.466, -1.662],
  "e_lumo_ev": 1.72,
  "total_charge": -1,
  "relative_energy_kcal_mol": 116.1,
  "energy_ev": -87621.4761,
  "fmax_ev_per_a": 4.82
}